The following is a DFT calculation (ωB97M-V/def2-TZVPD) of the ion C24H22N3S with charge +1.

Values from the calculation:
**Total charge**: +1
**Gap between HOMO and LUMO**: 7.42 eV
**Lowest unoccupied orbital energy**: -2.7 eV
**Total energy**: -1490.00710 a.u.
**Strongest force on any atom**: 1.84 eV/A
**HOMO**: -10.139 eV

Each line ends with the natural charge from an NBO analysis.
CARTESIAN COORDINATES (ANGSTROEM)
C -0.589 -1.524 -6.208  -0.170
C -0.350 -0.515 -5.258  -0.225
C -0.448 -0.905 -3.916  0.099
C -0.651 -2.198 -3.509  -0.103
C -0.835 -3.214 -4.449  -0.217
C -0.824 -2.855 -5.812  -0.201
S -0.582 -2.275 -1.707  0.431
C -0.249 -0.590 -1.590  0.343
N 0.056 0.088 -0.446  -0.394
C 0.407 1.507 -0.626  -0.220
C -0.241 2.124 -1.873  -0.419
C 0.044 1.342 -3.112  -0.223
N -0.283 -0.028 -2.834  -0.364
H -0.592 -1.272 -7.272  0.239
H -0.096 0.484 -5.532  0.234
H -0.993 -4.251 -4.113  0.243
H -1.003 -3.629 -6.576  0.243
H 0.100 2.077 0.267  0.244
H 1.489 1.650 -0.771  0.211
H -1.323 2.199 -1.704  0.222
H 0.156 3.152 -1.972  0.246
H -0.556 1.768 -3.907  0.238
H 1.110 1.441 -3.341  0.214
C 0.040 1.334 4.948  -0.406
N 0.155 0.816 3.587  -0.433
C -0.985 0.213 3.070  0.259
C -2.141 0.181 3.857  -0.282
C -3.259 -0.486 3.392  -0.166
C -3.339 -0.896 2.069  -0.238
C -2.203 -0.805 1.239  -0.174
C -0.984 -0.395 1.773  -0.133
C 0.305 -0.599 0.937  -0.025
C 1.514 0.026 1.697  -0.143
C 1.412 0.605 3.012  0.271
C 2.581 0.968 3.707  -0.270
C 3.825 0.753 3.107  -0.165
C 3.925 0.395 1.775  -0.244
C 2.760 0.038 1.063  -0.172
H 0.868 1.989 5.158  0.215
H -0.866 1.924 5.071  0.213
H 0.010 0.520 5.685  0.207
H -2.167 0.725 4.819  0.230
H -4.115 -0.536 4.077  0.229
H -4.284 -1.275 1.677  0.227
H -2.282 -1.061 0.181  0.204
H 0.504 -1.696 0.710  0.233
H 2.518 1.478 4.682  0.226
H 4.712 1.033 3.687  0.229
H 4.897 0.399 1.266  0.229
H 2.852 -0.226 0.010  0.209

The following is a DFT calculation (ωB97M-V/def2-TZVPD) of a structure of composition C36H31Cl3CoN7OS3.

Values from the calculation:
**Total charge**: +2
**Gap between HOMO and LUMO (spin up / spin down)**: 5.55 / 3.55 eV
**Lowest unoccupied orbital energy (spin up / spin down)**: -6.9 / -8.9 eV
**Energy relative to the best compared isomer or geometry (same formula, charge and spin)**: 0.0000 eV
**Total energy**: -5806.28329 a.u.
**Strongest force on any atom**: 2.77 eV/A
**HOMO (spin up / spin down)**: -12.409 / -12.409 eV
**2S+1**: 5

Each line ends with the Mulliken spin population.
CARTESIAN COORDINATES (ANGSTROEM)
Co -1.108 0.946 -1.591  2.769
S -2.952 1.486 -0.259  0.047
C -2.308 1.022 1.267  -0.004
N -2.680 1.587 2.416  0.017
C -2.314 0.916 3.662  -0.002
C -2.411 -0.558 3.469  0.001
N -1.617 -0.991 2.351  0.009
C -1.191 -2.455 2.448  0.002
C -0.663 -2.825 3.821  -0.003
C -1.231 -3.815 4.576  0.000
C -0.752 -4.070 5.868  0.000
C 0.314 -3.328 6.363  0.000
C 0.939 -2.402 5.571  0.000
C 0.494 -2.143 4.275  0.001
C -1.446 -0.182 1.335  -0.009
S -0.218 -0.439 0.148  0.075
C -3.562 2.718 2.533  0.007
C -4.983 2.268 2.906  -0.003
C -5.723 1.312 2.194  0.001
C -7.007 0.957 2.571  0.001
C -7.532 1.604 3.674  0.000
C -6.843 2.583 4.399  0.000
C -5.563 2.902 4.021  0.000
H -2.926 1.235 4.497  0.000
H -1.301 1.232 3.949  0.001
H -3.440 -0.921 3.435  0.000
H -2.027 -1.046 4.342  0.000
H -0.536 -2.598 1.570  0.001
H -2.154 -2.973 2.260  0.000
H -1.959 -4.476 4.202  0.000
H -1.167 -4.880 6.488  0.000
H 0.629 -3.503 7.381  0.000
H 1.743 -1.807 6.023  0.000
H 1.013 -1.461 3.617  0.000
H -3.513 3.139 1.536  -0.002
H -3.090 3.379 3.239  0.000
H -5.247 0.895 1.340  -0.001
H -7.572 0.173 2.077  0.000
H -8.489 1.275 4.067  0.000
H -7.302 3.075 5.234  0.000
H -5.053 3.713 4.541  0.000
Cl 0.320 -2.879 -5.134  0.001
C 1.604 -1.773 -4.569  -0.004
C 1.997 -1.733 -3.263  0.004
C 2.878 -0.750 -2.847  -0.003
C 3.363 0.162 -3.747  0.005
C 4.211 1.335 -3.199  0.001
C 3.661 2.775 -3.340  0.000
N 2.211 2.794 -3.202  0.002
C 1.333 2.983 -4.246  -0.003
C 0.085 2.604 -3.840  0.001
N 0.189 2.130 -2.559  0.064
C 1.452 2.260 -2.190  0.003
O 5.475 1.463 -3.834  0.000
C 6.598 1.019 -3.018  0.000
C 6.379 -0.269 -2.249  0.000
C 6.145 -1.445 -2.890  0.000
Cl 6.089 -1.652 -4.607  0.000
S 5.856 -2.803 -1.908  0.000
C 6.230 -1.826 -0.533  0.000
C 6.449 -0.471 -0.840  0.000
C 2.998 0.070 -5.085  -0.001
Cl 3.541 1.300 -6.206  0.000
C 2.120 -0.903 -5.521  0.001
H 1.555 -2.279 -2.475  0.001
H 3.112 -0.625 -1.772  0.000
H 4.289 1.196 -2.106  0.000
H 3.847 3.225 -4.337  0.000
H 4.126 3.470 -2.642  0.000
H 1.627 3.356 -5.223  0.000
H -0.815 2.636 -4.418  0.001
H 1.854 1.922 -1.235  -0.001
H 6.875 1.735 -2.282  0.000
H 7.395 0.968 -3.764  0.000
H 6.215 -2.324 0.434  0.000
H 6.672 0.280 -0.099  0.000
H 1.867 -0.844 -6.558  0.000
N -2.038 -0.315 -3.488  0.310
C -2.496 -1.085 -4.263  -0.125
N -3.080 -1.883 -5.131  0.482
C -4.226 -2.420 -4.946  -0.093
N -5.215 -2.947 -4.685  0.446

The following is a DFT calculation (ωB97M-V/def2-TZVPD) of the ion C12H17N3O7 with charge -2.

Values from the calculation:
**SMILES**: CNC(=O)[C@@H](CCC(=O)[O-])NC(=O)[C@@H](CC(=O)[O-])NC(C)=O
**Total charge**: -2
**Gap between HOMO and LUMO**: 7.10 eV
**Lowest unoccupied orbital energy**: 4.8 eV
**Energy relative to the best compared isomer or geometry (same formula, charge and spin)**: 1.0071 eV
**Total energy**: -1158.49647 a.u.
**Strongest force on any atom**: 5.04 eV/A
**HOMO**: -2.275 eV

Each line ends with the natural charge from an NBO analysis.
CARTESIAN COORDINATES (ANGSTROEM)
C 0.980 -2.387 -0.615  -0.399
N -0.294 -2.416 -1.329  -0.603
C -1.307 -1.512 -1.511  0.700
O -2.057 -1.618 -2.581  -0.665
C -1.427 -0.319 -0.657  -0.159
C -2.352 -0.603 0.582  -0.390
C -3.732 -1.177 0.216  -0.535
C -4.000 -2.633 0.567  0.756
O -2.981 -3.358 0.464  -0.784
O -5.246 -2.996 0.630  -0.812
N -0.169 0.495 -0.258  -0.598
C 0.517 1.062 -1.216  0.665
O 0.234 1.005 -2.422  -0.651
C 1.775 1.843 -0.758  -0.130
C 1.397 3.353 -0.641  -0.503
C 0.220 3.629 0.337  0.745
O -0.552 4.579 0.061  -0.766
O 0.272 3.145 1.471  -0.801
N 2.297 1.366 0.537  -0.649
C 3.258 0.482 0.806  0.675
C 3.153 -0.087 2.190  -0.713
O 4.084 0.081 0.057  -0.648
H 0.854 -2.952 0.270  0.188
H 1.575 -3.001 -1.262  0.192
H 1.470 -1.480 -0.423  0.210
H -0.475 -3.238 -1.873  0.395
H -2.000 0.349 -1.343  0.250
H -2.458 0.403 1.122  0.207
H -1.857 -1.192 1.389  0.212
H -4.408 -0.485 0.764  0.197
H -4.059 -1.009 -0.805  0.237
H 0.208 0.269 0.705  0.421
H 2.489 1.744 -1.538  0.225
H 1.275 3.739 -1.678  0.223
H 2.254 3.960 -0.122  0.208
H 1.840 1.780 1.350  0.438
H 2.141 -0.437 2.305  0.219
H 3.267 0.619 2.981  0.223
H 3.815 -1.003 2.230  0.223